# 1
{
  "formula": "C36H35F7GaN5Se",
  "method": "ωB97M-V/def2-TZVPD",
  "orbital_gap_ev": 6.2667,
  "charge": 0,
  "molar_mass_g_mol": 819.4,
  "e_above_lowest_kj_mol": 241.9,
  "symbols": ["Ga", "C", "C", "C", "C", "C", "C", "C", "C", "C", "C", "N", "C", "C", "C", "C", "C", "N", "H", "H", "H", "H", "H", "H", "H", "H", "H", "H", "H", "H", "H", "H", "H", "H", "H", "F", "C", "C", "C", "C", "C", "F", "C", "C", "C", "C", "C", "C", "N", "H", "H", "H", "H", "H", "H", "F", "C", "C", "F", "C", "F", "C", "Se", "C", "F", "C", "F", "C", "C", "C", "C", "N", "N", "H", "H", "H", "H", "H", "H", "H", "H", "H", "H", "H", "H"],
  "positions_angstrom": [[-13.941, -10.545, -4.796], [-16.840, -12.741, 0.893], [-16.301, -13.026, -0.544], [-17.223, -13.782, -1.517], [-17.669, -15.087, -1.125], [-18.533, -15.760, -2.004], [-18.903, -15.215, -3.230], [-18.270, -14.078, -3.749], [-18.436, -13.636, -5.163], [-19.628, -12.666, -5.417], [-17.503, -13.316, -2.823], [-16.981, -12.099, -3.267], [-17.065, -10.963, -2.595], [-16.595, -9.682, -3.081], [-17.048, -8.433, -2.550], [-16.949, -7.492, -3.611], [-16.234, -8.172, -4.602], [-15.947, -9.478, -4.324], [-16.068, -12.123, 1.429], [-17.167, -13.640, 1.439], [-17.712, -12.077, 0.815], [-15.427, -13.646, -0.552], [-15.905, -12.112, -0.974], [-17.489, -15.592, -0.167], [-19.033, -16.739, -1.741], [-19.702, -15.678, -3.888], [-18.625, -14.531, -5.785], [-17.486, -13.237, -5.509], [-20.575, -13.205, -5.276], [-19.536, -12.350, -6.427], [-19.656, -11.849, -4.715], [-17.558, -10.836, -1.636], [-17.570, -8.209, -1.597], [-17.286, -6.452, -3.547], [-16.054, -7.814, -5.606], [-17.532, -11.056, -8.520], [-16.194, -11.140, -8.159], [-15.882, -11.097, -6.842], [-14.536, -11.184, -6.423], [-13.479, -11.281, -7.413], [-13.926, -11.397, -8.745], [-13.076, -11.808, -9.762], [-15.271, -11.291, -9.148], [-12.067, -11.486, -6.976], [-10.961, -11.700, -7.787], [-9.740, -11.840, -7.115], [-9.631, -11.637, -5.750], [-10.761, -11.452, -5.040], [-11.991, -11.362, -5.606], [-16.672, -10.939, -6.142], [-15.569, -11.393, -10.218], [-10.969, -11.700, -8.891], [-8.822, -12.044, -7.629], [-8.678, -11.799, -5.280], [-10.867, -11.495, -3.974], [-13.022, -16.672, -1.382], [-13.055, -15.320, -1.600], [-13.514, -14.849, -2.876], [-14.123, -15.713, -3.740], [-13.586, -13.511, -3.229], [-14.062, -13.233, -4.475], [-13.080, -12.531, -2.339], [-13.096, -10.626, -2.605], [-12.576, -13.038, -1.139], [-12.176, -12.069, -0.259], [-12.548, -14.359, -0.748], [-12.136, -14.579, 0.508], [-10.910, -6.945, -5.473], [-12.294, -6.479, -5.019], [-12.201, -5.350, -3.956], [-13.026, -5.898, -6.233], [-12.966, -7.555, -4.459], [-13.195, -8.641, -5.443], [-10.275, -6.027, -5.607], [-10.946, -7.437, -6.502], [-10.433, -7.602, -4.750], [-11.609, -4.502, -4.347], [-11.787, -5.764, -2.966], [-13.256, -4.928, -3.718], [-12.545, -4.921, -6.479], [-14.099, -5.747, -6.124], [-12.864, -6.567, -7.054], [-13.870, -7.365, -3.966], [-12.247, -8.862, -5.688], [-13.668, -8.265, -6.279]],
  "forces_ev_per_angstrom": [[-0.734, 1.284, 2.014], [0.448, 0.696, -0.699], [-0.527, -0.331, -0.112], [-0.119, -1.014, 0.894], [-0.801, 0.540, -1.307], [-0.937, -0.798, 0.509], [-0.250, -0.052, -1.476], [0.006, -0.020, 1.666], [-0.835, -0.302, -0.386], [0.419, -1.326, 0.885], [-0.074, -0.008, 0.610], [0.265, 2.683, 0.495], [0.701, -1.662, -1.427], [0.566, 0.865, -0.048], [-0.888, -0.600, -0.809], [0.959, -0.604, 0.924], [-0.001, 0.140, -0.646], [-1.056, 0.342, 1.593], [-0.645, -0.972, -0.161], [0.450, 0.376, -0.139], [0.032, -0.202, -0.034], [0.731, -0.581, 0.718], [-0.320, 0.205, -0.018], [0.337, 0.674, -0.301], [0.817, 1.218, -0.007], [1.216, 0.189, 0.916], [0.095, 0.234, 0.249], [-0.020, 0.357, 0.003], [0.217, 0.044, -0.179], [-0.254, 0.645, -0.852], [0.279, 0.490, 0.062], [-0.374, -0.476, 0.254], [0.392, -0.608, -0.747], [0.264, -0.527, -0.377], [0.389, 0.229, -0.082], [1.415, -0.059, 0.310], [-1.876, 0.001, -1.012], [1.541, -0.025, 1.101], [-0.452, 0.160, -3.452], [-1.600, -0.988, -0.721], [-0.286, -0.746, -0.645], [-0.349, 0.767, 0.954], [1.196, -0.251, -1.088], [-1.448, 0.938, 1.235], [1.052, -0.030, 0.064], [-0.335, 0.675, -0.282], [0.915, -0.985, -0.763], [-2.920, -0.142, 0.576], [1.943, -0.249, -1.783], [-0.272, 0.012, 0.591], [0.415, 0.076, 1.082], [-0.376, -0.248, 0.915], [0.186, -0.088, -0.562], [0.139, 0.167, 0.266], [0.640, 0.444, 0.505], [-0.127, 1.809, 0.087], [-0.084, -0.623, -1.957], [-1.179, -1.105, 0.306], [0.941, 0.348, 0.870], [0.781, 0.189, 0.380], [0.323, 0.035, 1.287], [-0.320, -0.894, -0.731], [-0.176, -0.422, 0.456], [-0.306, 2.261, -0.287], [-0.006, -1.139, -0.228], [-0.091, 0.062, 0.835], [0.006, -0.585, -0.453], [0.768, 0.964, -1.373], [0.382, 2.534, -0.583], [-1.007, -0.254, 1.430], [0.758, 1.136, -0.187], [-2.465, -3.310, 1.510], [-0.207, 1.151, 1.165], [-0.382, -0.939, 0.071], [0.101, 0.456, 1.307], [-0.006, -0.031, 0.077], [-0.125, -0.536, 0.345], [-0.396, 0.758, -1.508], [1.636, -0.793, -0.428], [-0.488, -0.712, -0.089], [-0.019, 0.034, 0.391], [-0.024, -0.147, -0.856], [0.929, -0.079, -0.914], [0.418, -0.377, -0.550], [0.090, -0.349, 0.353]],
  "mulliken_charge": [-0.260, -1.592, 0.101, 1.198, -0.807, -0.701, -0.695, 0.303, -0.094, -1.186, -0.237, 0.524, -0.575, -0.017, -0.852, -1.085, -0.580, 0.412, 0.406, 0.295, 0.402, -0.036, 0.059, 0.333, 0.300, 0.304, 0.579, -0.370, 0.378, 0.357, 0.277, 0.365, 0.414, 0.411, 0.480, -0.345, 0.181, -0.653, 1.455, -0.023, 0.509, -0.350, -1.063, 0.491, -1.108, -0.370, -1.126, -0.174, 0.235, 1.057, 0.441, 0.452, 0.447, 0.471, 0.530, -0.327, 0.663, 0.122, -0.340, 0.280, -0.145, -0.003, 0.103, -0.117, -0.380, 0.107, -0.303, -1.597, 1.396, -1.623, -1.772, -0.250, 0.173, 0.428, 0.293, 0.339, 0.455, 0.325, 0.348, 0.451, 0.280, 0.464, 0.237, 0.231, 0.296]
}

=====

# 2
{
  "formula": "C25H29N3O4S",
  "method": "ωB97M-V/def2-TZVPD",
  "smiles": "CCN(CC)S(=O)(=O)c1ccc(N2CCOCC2)c(NC(=O)c2cccc3ccccc23)c1",
  "orbital_gap_ev": 7.9691,
  "charge": 0,
  "molar_mass_g_mol": 467.6,
  "e_above_lowest_kj_mol": 238.5,
  "symbols": ["C", "C", "N", "C", "C", "S", "O", "O", "C", "C", "C", "C", "N", "C", "C", "O", "C", "C", "C", "N", "C", "O", "C", "C", "C", "C", "C", "C", "C", "C", "C", "C", "C", "H", "H", "H", "H", "H", "H", "H", "H", "H", "H", "H", "H", "H", "H", "H", "H", "H", "H", "H", "H", "H", "H", "H", "H", "H", "H", "H", "H", "H"],
  "positions_angstrom": [[-2.144, -2.077, -1.638], [-3.093, -2.665, -0.593], [-4.058, -1.741, -0.048], [-4.929, -1.008, -0.938], [-5.878, -1.929, -1.699], [-3.646, -0.988, 1.375], [-4.816, -0.309, 1.852], [-3.027, -1.973, 2.215], [-2.411, 0.228, 0.946], [-2.769, 1.445, 0.399], [-1.788, 2.345, 0.039], [-0.420, 2.058, 0.192], [0.547, 2.969, -0.135], [0.308, 4.080, -1.027], [0.108, 5.378, -0.235], [1.222, 5.625, 0.596], [1.447, 4.549, 1.477], [1.683, 3.233, 0.719], [-0.083, 0.771, 0.677], [1.248, 0.304, 0.723], [2.109, 0.327, -0.346], [1.909, 0.948, -1.364], [3.351, -0.463, -0.077], [4.557, 0.191, -0.038], [5.738, -0.503, 0.256], [5.702, -1.846, 0.504], [4.487, -2.561, 0.440], [4.433, -3.953, 0.663], [3.252, -4.633, 0.569], [2.073, -3.953, 0.230], [2.088, -2.603, 0.013], [3.287, -1.865, 0.132], [-1.078, -0.105, 1.079], [-1.645, -1.188, -1.258], [-1.390, -2.817, -1.896], [-2.681, -1.811, -2.545], [-2.531, -3.027, 0.270], [-3.632, -3.515, -1.026], [-5.506, -0.348, -0.290], [-4.353, -0.394, -1.645], [-5.338, -2.547, -2.412], [-6.402, -2.575, -1.001], [-6.606, -1.332, -2.241], [-3.814, 1.692, 0.299], [-2.087, 3.309, -0.342], [-0.541, 3.873, -1.676], [1.202, 4.186, -1.653], [0.032, 6.238, -0.903], [-0.804, 5.309, 0.378], [2.326, 4.818, 2.065], [0.582, 4.427, 2.149], [1.828, 2.428, 1.437], [2.579, 3.328, 0.095], [1.434, -0.389, 1.435], [4.590, 1.254, -0.224], [6.673, 0.036, 0.292], [6.606, -2.386, 0.744], [5.350, -4.472, 0.904], [3.220, -5.698, 0.742], [1.150, -4.506, 0.137], [1.179, -2.095, -0.277], [-0.829, -1.075, 1.485]],
  "forces_ev_per_angstrom": [[-0.238, -0.050, 0.149], [0.519, -0.320, -0.152], [0.043, 0.372, 1.049], [-0.418, 0.312, -0.226], [0.262, 0.141, 0.174], [-0.071, -0.081, -0.080], [0.053, 0.216, -0.265], [0.251, 0.057, -0.220], [-0.380, -0.504, 0.300], [-0.063, 0.023, -0.017], [0.014, -0.076, -0.061], [-0.060, -0.195, 0.074], [-0.035, 0.204, 0.019], [-0.093, 0.315, 0.120], [-0.100, -0.140, -0.296], [0.067, 0.105, -0.072], [0.192, -0.374, 0.078], [0.033, 0.376, 0.386], [-0.306, 0.024, -0.182], [-0.128, -0.107, 0.223], [0.087, -0.087, 0.182], [0.020, -0.096, -0.182], [0.436, 0.135, -0.155], [-0.423, -0.051, -0.029], [0.168, -0.228, 0.066], [0.090, 0.188, -0.032], [-0.241, 0.164, -0.040], [-0.121, -0.186, -0.004], [0.288, -0.060, 0.060], [-0.174, 0.225, -0.051], [-0.143, -0.228, -0.008], [0.278, -0.041, 0.075], [0.036, 0.127, 0.070], [0.074, 0.063, -0.051], [0.087, -0.059, -0.072], [0.009, 0.052, -0.142], [-0.001, -0.228, -0.208], [0.038, 0.030, 0.122], [-0.037, 0.051, -0.263], [-0.051, 0.000, 0.067], [-0.002, -0.102, -0.115], [-0.086, -0.085, 0.051], [-0.051, 0.022, -0.091], [-0.129, 0.129, -0.029], [0.000, 0.103, 0.002], [0.019, 0.005, -0.038], [-0.086, 0.029, -0.045], [-0.076, -0.056, 0.010], [0.044, 0.017, -0.062], [-0.051, -0.060, 0.035], [0.083, 0.001, -0.031], [0.032, 0.058, -0.055], [0.028, -0.045, 0.054], [0.102, 0.123, -0.100], [-0.027, 0.108, -0.038], [0.090, 0.014, 0.017], [0.095, -0.040, 0.017], [0.078, -0.063, 0.028], [0.033, -0.082, 0.019], [-0.090, -0.021, -0.025], [-0.107, 0.014, -0.023], [0.140, -0.139, 0.011]],
  "nbo_charge": [-0.636, -0.231, -0.679, -0.232, -0.614, 2.343, -0.941, -0.948, -0.376, -0.180, -0.252, 0.189, -0.415, -0.242, -0.081, -0.523, -0.078, -0.247, 0.152, -0.645, 0.672, -0.577, -0.144, -0.165, -0.211, -0.173, -0.078, -0.168, -0.212, -0.203, -0.221, 0.023, -0.212, 0.215, 0.217, 0.206, 0.233, 0.199, 0.237, 0.178, 0.201, 0.218, 0.218, 0.236, 0.217, 0.215, 0.209, 0.196, 0.161, 0.195, 0.163, 0.224, 0.201, 0.410, 0.222, 0.219, 0.214, 0.212, 0.218, 0.217, 0.214, 0.239]
}

=====

# 3
{
  "formula": "C3H3BrO",
  "method": "ωB97M-V/def2-TZVPD",
  "smiles": "CC(Br)=C=O",
  "orbital_gap_ev": 8.8352,
  "charge": 0,
  "molar_mass_g_mol": 135.0,
  "e_above_lowest_kj_mol": 73.2,
  "symbols": ["C", "C", "Br", "C", "O", "H", "H", "H"],
  "positions_angstrom": [[0.359, 0.790, 0.054], [-0.506, -0.400, 0.257], [-1.812, -0.381, 1.628], [-0.019, -1.312, -0.535], [0.331, -1.975, -1.424], [1.325, 0.589, 0.514], [-0.178, 1.658, 0.555], [0.501, 1.030, -1.050]],
  "forces_ev_per_angstrom": [[-0.193, 2.306, -0.181], [0.038, -0.098, 0.162], [0.447, -0.487, -0.542], [-1.716, -1.248, -0.468], [0.437, -0.134, 0.314], [0.119, 0.659, 0.043], [1.027, -0.804, -0.712], [-0.161, -0.194, 1.384]],
  "nbo_charge": [-0.621, -0.420, 0.113, 0.688, -0.443, 0.218, 0.239, 0.226]
}

=====

# 4
{
  "formula": "C12H24N2O3",
  "method": "ωB97M-V/def2-TZVPD",
  "smiles": "CC[C@H](C)[C@H](N)C(=O)N[C@@H](CC(C)C)C(=O)O",
  "orbital_gap_ev": 10.5424,
  "charge": 0,
  "molar_mass_g_mol": 244.3,
  "e_above_lowest_kj_mol": 383.0,
  "symbols": ["C", "C", "C", "C", "C", "N", "C", "O", "N", "C", "C", "C", "C", "C", "C", "O", "O", "H", "H", "H", "H", "H", "H", "H", "H", "H", "H", "H", "H", "H", "H", "H", "H", "H", "H", "H", "H", "H", "H", "H", "H"],
  "positions_angstrom": [[-5.018, 0.726, -0.043], [-3.488, 0.784, -0.269], [-2.801, -0.503, 0.094], [-3.086, -1.088, 1.463], [-1.273, -0.470, -0.364], [-0.831, -0.031, -1.752], [-0.559, -1.767, -0.164], [-1.306, -2.740, -0.178], [0.845, -2.027, -0.321], [1.931, -1.042, -0.537], [1.980, 0.170, 0.396], [3.257, 1.117, 0.344], [3.523, 1.561, -1.078], [3.096, 2.319, 1.240], [3.115, -1.776, -0.151], [4.145, -1.881, -0.800], [3.203, -2.303, 1.199], [-5.418, 1.826, -0.109], [-5.270, 0.353, 1.053], [-5.485, 0.126, -0.871], [-3.314, 0.785, -1.402], [-3.079, 1.832, 0.156], [-3.375, -1.105, -0.687], [-2.578, -1.977, 1.717], [-4.200, -1.286, 1.473], [-2.815, -0.253, 2.092], [-0.889, 0.362, 0.347], [-1.111, 0.942, -2.051], [-1.379, -0.639, -2.471], [1.059, -3.043, -0.436], [1.780, -0.737, -1.644], [1.067, 0.771, 0.139], [1.781, -0.283, 1.380], [4.094, 0.498, 0.864], [4.158, 2.502, -0.990], [4.023, 0.778, -1.787], [2.568, 1.734, -1.733], [3.046, 2.020, 2.231], [4.028, 2.890, 1.146], [2.297, 3.021, 1.072], [2.278, -2.163, 1.432]],
  "forces_ev_per_angstrom": [[-0.589, 1.500, 1.129], [0.214, 2.600, -0.758], [0.161, -2.051, -3.100], [-1.530, 1.513, -0.844], [0.600, 3.779, 1.402], [-2.464, -0.679, -1.341], [0.425, -2.815, -1.631], [0.905, -0.082, 0.545], [-2.097, 0.837, 1.349], [-2.076, 0.096, -1.946], [-1.599, 1.174, 0.068], [-0.741, -2.507, 0.650], [0.480, -0.303, -2.656], [1.021, 0.695, -0.922], [6.247, -2.018, 0.320], [-2.050, 0.280, 0.641], [-1.428, 1.291, -2.931], [0.495, -2.147, 0.031], [0.271, 0.652, -2.517], [0.141, 0.349, 1.178], [-0.331, 0.785, 1.430], [-0.513, -2.454, -0.613], [1.067, -0.328, 0.940], [0.648, -0.809, 0.076], [1.346, 0.241, 0.478], [-0.204, -0.053, 1.160], [-0.087, -1.274, -1.040], [0.291, -1.286, 1.110], [1.340, 1.110, 1.629], [-0.441, 1.406, 0.082], [1.298, -0.376, 1.751], [0.933, -0.236, 0.297], [0.261, 0.748, 0.141], [-0.952, 1.001, -1.446], [-0.811, -1.182, -0.760], [-0.351, 1.267, 1.707], [1.341, 0.276, 1.684], [-0.225, -0.584, 2.063], [-0.142, 0.060, 0.099], [-0.594, -0.004, -0.559], [-0.262, -0.471, 1.107]],
  "nbo_charge": [-0.624, -0.402, -0.214, -0.616, -0.129, -0.850, 0.672, -0.601, -0.659, -0.185, -0.398, -0.230, -0.640, -0.600, 0.766, -0.540, -0.680, 0.217, 0.213, 0.215, 0.201, 0.191, 0.198, 0.238, 0.220, 0.196, 0.199, 0.379, 0.366, 0.427, 0.262, 0.218, 0.202, 0.222, 0.218, 0.240, 0.213, 0.209, 0.209, 0.206, 0.469]
}